1.
Formula: C3HF5IN
Source: the Open Molecules 2025 dataset
Level of theory: ωB97M-V/def2-TZVPD

The geometry in XYZ format:
```
11
C3HF5IN ωB97M-V/def2-TZVPD
F 0.747 1.485 -1.339
C 0.345 -0.482 -0.023
C 0.153 0.528 -0.827
F 1.708 -0.217 1.786
C 1.677 -0.834 0.575
N -2.821 0.736 -0.832
F 1.926 -2.110 0.759
H -0.427 -1.150 0.082
F 2.681 -0.276 -0.251
F -2.718 2.047 -1.057
I -3.269 0.273 1.128
```

Computed properties:
E_LUMO (spin up / spin down), eV: -0.90 / -1.28
Maximum force, eV/A: 3.24
Spin multiplicity: 1
Relative energy (zero: lowest compared OMol25 entry of this formula, charge and spin), kJ/mol: 297.5
Calculated total energy, eV: -26298.3452
E_HOMO (spin up / spin down), eV: -9.9 / -9.7
Gap between HOMO and LUMO (spin up / spin down), eV: 8.99 / 8.40

Computed natural (NBO) charges, given in elementary charges: F -0.253; C -0.556; C 0.571; F -0.325; C 0.973; N -0.065; F -0.294; H 0.247; F -0.350; F -0.217; I 0.267

***

2.
Formula: C16H40FO12S4
Source: the Open Molecules 2025 dataset
Level of theory: ωB97M-V/def2-TZVPD

The geometry in XYZ format:
```
73
C16H40FO12S4 ωB97M-V/def2-TZVPD
C 0.579 -3.015 2.005
H 0.915 5.716 1.463
H -8.255 3.032 2.539
C 5.336 -1.057 -3.830
H 3.990 -2.731 -3.865
O -8.966 4.281 0.126
H -3.638 4.753 2.016
C -8.328 6.660 -0.430
H 0.289 1.332 -0.140
H -3.944 4.327 0.336
O 0.518 -1.355 0.182
C 0.680 -2.751 0.521
O -6.567 4.804 0.134
C 4.679 0.651 -7.282
C -1.926 3.785 1.030
H 1.139 0.633 -1.567
C -8.985 2.555 1.888
S 4.159 0.428 -5.615
H -9.980 2.889 2.183
H 1.633 -3.097 0.118
H 1.420 -2.579 2.540
H 2.992 -9.058 2.740
H -1.779 3.368 2.029
H 6.277 -5.944 2.165
H 4.558 -4.751 4.416
H 4.028 1.414 -7.703
H -2.920 5.700 0.727
H 3.283 -1.258 -3.185
H 2.811 -8.389 1.083
C -3.178 4.681 1.028
H -7.702 2.637 0.141
H -0.120 -3.247 -0.026
H 6.205 -4.278 3.980
H -0.862 5.419 0.065
C 5.329 -5.646 2.606
O 1.903 -0.079 1.793
C -8.723 2.880 0.435
O 4.542 -6.877 2.572
H 6.266 -1.620 -3.825
F -0.045 3.552 -0.495
H -8.921 1.474 2.024
C 2.511 -8.304 2.123
H -8.220 6.380 -1.474
H 5.714 0.981 -7.286
H 0.888 4.033 2.087
C 5.501 -5.111 4.008
H 4.450 -2.167 -2.241
O 4.498 1.584 -4.842
O 2.617 -6.613 4.101
H 5.893 -5.883 4.669
O 5.150 -0.749 -5.247
H 4.558 -0.290 -7.812
H 1.972 1.747 -0.432
H 5.498 -0.122 -3.293
S -7.831 5.305 0.574
H -7.657 7.479 -0.179
C -0.634 4.533 0.664
H -2.073 2.950 0.340
H -9.355 6.916 -0.187
H -0.338 -2.590 2.415
O 2.534 -5.699 1.811
H -9.407 2.352 -0.226
C 4.192 -1.852 -3.252
S 2.972 -6.716 2.719
C 0.277 4.861 1.711
O 2.809 -0.046 -5.612
H 1.429 -8.362 2.222
O -8.017 5.650 1.950
H 4.853 -4.921 1.946
C 1.231 0.957 -0.534
S 1.786 -0.407 0.404
O 2.919 -1.047 -0.220
H 0.586 -4.092 2.170
```

Computed properties:
Net charge: -1
E_LUMO, eV: 1.68
Maximum force, eV/A: 1.07
Spin multiplicity: 1
Calculated total energy, eV: -87866.4163
E_HOMO, eV: -1.9
Gap between HOMO and LUMO, eV: 3.56

Computed Mulliken charges, given in elementary charges: C -0.930; H 0.164; H 0.301; C -0.444; H 0.294; O -0.312; H 0.225; C -0.958; H 0.262; H 0.219; O -0.287; C -0.373; O -0.549; C -0.938; C -0.195; H 0.372; C -0.965; S 1.235; H 0.263; H 0.282; H 0.270; H 0.348; H 0.284; H 0.262; H 0.293; H 0.364; H 0.307; H 0.188; H 0.306; C -1.091; H 0.338; H 0.312; H 0.385; H 0.247; C -0.315; O -0.624; C -0.345; O -0.314; H 0.268; F -0.549; H 0.380; C -1.005; H 0.308; H 0.304; H 0.190; C -0.973; H 0.356; O -0.643; O -0.626; H 0.270; O -0.268; H 0.307; H 0.376; H 0.337; S 1.195; H 0.366; C 0.213; H 0.207; H 0.331; H 0.324; O -0.528; H 0.267; C -0.753; S 1.213; C -1.188; O -0.600; H 0.369; O -0.625; H 0.325; C -0.884; S 1.188; O -0.627; H 0.294

***

3.
Formula: C4H10N3
Source: the Open Molecules 2025 dataset
Level of theory: ωB97M-V/def2-TZVPD

The geometry in XYZ format:
```
17
C4H10N3 ωB97M-V/def2-TZVPD
H -0.462 -0.352 2.830
H -0.235 2.486 0.390
N 0.588 -0.167 -0.679
H 1.923 -1.917 -0.731
N -1.975 0.107 -0.217
C -2.947 -0.604 -0.019
C -0.735 0.438 0.075
H 1.604 -1.346 0.823
C 1.197 -1.371 -0.166
H -3.707 -0.659 -0.864
N -0.157 1.693 -0.253
H -0.760 0.223 2.223
H 1.776 1.488 -1.455
H 0.439 -2.121 -0.117
C 1.183 1.133 -0.516
H 1.854 1.298 0.314
H 0.415 -0.330 -1.639
```

Computed properties:
Net charge: +1
Expectation value of S²: 2.01
E_LUMO (spin up / spin down), eV: -4.23 / -5.72
Maximum force, eV/A: 3.80
Spin multiplicity: 3
Relative energy (zero: lowest compared OMol25 entry of this formula, charge and spin), kJ/mol: 433.0
Calculated total energy, eV: -8765.9444
E_HOMO (spin up / spin down), eV: -11.0 / -15.2
Gap between HOMO and LUMO (spin up / spin down), eV: 6.80 / 9.47

Computed natural (NBO) charges, given in elementary charges: H 0.040; H 0.421; N -0.380; H 0.254; N -0.589; C 0.308; C 0.492; H 0.248; C -0.456; H 0.197; N -0.573; H -0.045; H 0.235; H 0.241; C -0.053; H 0.229; H 0.433